[1]
This record from OMol25 describes a structure of composition C30H48BeCl2N3O7Si in a non-equilibrium geometry. The level of theory is ωB97M-V with the def2-TZVPD basis set.

- charge = -1
- energy relative to the best compared isomer or geometry (same formula, charge and spin) (kcal/mol) = 0.0
- lowest unoccupied orbital energy (eV) = 2.444
- highest occupied orbital energy (eV) = -5.38

Geometry (Å):
C1 1.91 -4.43 -0.12
C2 1.86 -3.46 -1.26
H1 1.03 -5.09 -0.15
H2 1.89 -3.90 0.84
H3 2.81 -5.07 -0.13
C3 1.70 -3.87 -2.53
C4 1.57 -5.29 -2.97
H4 1.72 -3.14 -3.35
H5 1.31 -5.96 -2.14
H6 2.51 -5.65 -3.41
H7 0.81 -5.40 -3.76
Be1 1.23 -0.99 1.40
Cl1 2.05 -1.97 2.99
C5 -0.45 2.07 -2.36
O1 -1.60 1.72 -2.63
N1 0.16 3.16 -2.88
C6 -0.57 4.00 -3.82
C7 1.60 3.33 -2.80
H8 0.21 1.51 -1.66
H9 -1.61 4.11 -3.50
H10 -0.54 3.58 -4.84
H11 -0.07 4.98 -3.84
H12 1.95 3.07 -1.80
H13 1.84 4.37 -3.03
H14 2.12 2.68 -3.52
H15 -1.44 3.39 1.23
H16 -1.23 3.64 3.62
C8 -1.62 2.31 1.32
C9 -1.24 2.56 3.78
N2 -0.93 1.87 2.54
H17 -1.26 1.79 0.44
C10 -0.17 0.79 2.57
O2 -0.10 -0.06 1.63
H18 -0.51 2.28 4.53
H19 0.42 0.66 3.50
H20 -2.70 2.15 1.44
H21 -2.24 2.28 4.15
H22 -1.19 -3.97 -1.07
H23 -1.01 -3.11 -3.31
C11 -1.80 -3.15 -0.68
C12 -1.90 -2.51 -3.06
N3 -1.81 -2.08 -1.66
H24 -1.38 -2.77 0.26
C13 -2.37 -0.87 -1.27
O3 -2.86 -0.67 -0.18
H25 -1.94 -1.63 -3.71
H26 -2.32 -0.08 -2.06
H27 -2.82 -3.51 -0.49
H28 -2.79 -3.13 -3.24
O4 0.95 -1.71 -0.01
C14 1.98 -2.00 -0.89
C15 0.93 -0.79 -2.85
C16 2.06 -1.04 -2.09
H29 -0.03 -1.09 -2.41
C17 1.04 -0.22 -4.12
H30 2.96 -1.94 -0.36
C18 3.29 -0.49 -2.47
H31 0.16 -0.16 -4.75
C19 2.29 0.26 -4.54
C20 3.39 0.17 -3.69
H32 4.14 -0.61 -1.80
H33 2.37 0.73 -5.52
H34 4.35 0.59 -4.00
Si1 -1.07 -3.18 4.87
Cl2 -0.32 -3.85 3.01
C21 -2.87 -2.79 4.51
C22 -0.27 -1.64 5.58
C23 -0.83 -4.53 6.18
H35 -2.95 -2.39 3.49
H36 -3.27 -2.03 5.20
H37 -3.50 -3.68 4.60
H38 -1.44 -5.41 5.98
H39 -1.08 -4.19 7.20
H40 0.22 -4.84 6.21
H41 -0.11 -0.90 4.78
H42 0.70 -1.88 6.04
H43 -0.92 -1.20 6.35
O5 4.27 0.60 2.98
C24 4.46 1.77 2.36
C25 5.54 2.56 2.79
C26 5.73 3.81 2.23
C27 4.83 4.31 1.28
C28 3.76 3.53 0.85
C29 3.60 2.22 1.31
C30 2.50 1.37 0.75
O6 1.71 1.83 -0.09
O7 2.46 0.16 1.22
H44 3.53 0.12 2.50
H45 6.20 2.14 3.55
H46 6.60 4.38 2.55
H47 4.97 5.31 0.86
H48 3.03 3.91 0.13



[2]
This record from OMol25 describes a structure of composition C30H48BrCrN3P2 in a non-equilibrium geometry. The level of theory is ωB97M-V with the def2-TZVPD basis set.

- charge = +2
- multiplicity = 5
- energy relative to the best compared isomer or geometry (same formula, charge and spin) (kcal/mol) = 29.0
- lowest unoccupied orbital energy (alpha / beta) (eV) = -7.057 / -6.706
- ⟨S²⟩ = 6.045
- highest occupied orbital energy (alpha / beta) (eV) = -11.96 / -11.95

Geometry (Å):
N1 7.15 4.83 4.86
C1 7.01 3.53 5.15
C2 5.96 2.75 4.60
C3 5.00 3.34 3.73
C4 5.22 4.71 3.44
C5 6.29 5.41 4.03
C6 3.95 2.56 3.11
Cr1 0.81 0.86 0.67
P1 -0.03 -0.14 -3.51
C7 3.00 2.97 2.20
C8 2.76 2.15 1.03
C9 2.91 2.64 -0.34
C10 3.53 1.75 -1.24
C11 3.85 0.40 -0.91
C12 3.26 -0.25 0.20
C13 2.76 0.66 1.19
Br1 5.02 -0.42 -2.03
H1 3.96 1.50 3.31
H2 2.60 3.99 2.26
H3 5.92 1.70 4.86
H4 4.60 5.27 2.75
H5 7.75 3.08 5.84
H6 6.46 6.48 3.82
H7 2.71 3.68 -0.66
H8 2.63 0.34 2.23
H9 3.86 1.97 -2.28
H10 3.02 -1.33 0.24
P2 -1.19 2.26 0.32
C14 1.26 -1.34 -3.97
C15 1.64 -1.53 -5.45
H11 0.98 -2.31 -3.51
H12 2.10 -0.90 -3.37
H13 2.49 -2.23 -5.50
H14 0.82 -1.95 -6.03
H15 1.94 -0.59 -5.92
C16 0.13 1.44 -4.37
C17 -0.55 1.62 -5.73
H16 1.23 1.64 -4.44
H17 -0.29 2.17 -3.64
H18 -0.32 2.62 -6.12
H19 -0.22 0.90 -6.48
H20 -1.64 1.54 -5.64
C18 -1.59 -0.83 -2.97
C19 -2.33 -1.75 -3.94
H21 -2.22 0.02 -2.62
H22 -1.27 -1.39 -2.04
H23 -3.36 -1.90 -3.59
H24 -2.37 -1.32 -4.94
H25 -1.84 -2.73 -4.01
C20 -2.86 1.53 0.50
C21 -3.91 2.40 1.18
H26 -2.72 0.59 1.05
H27 -3.17 1.25 -0.53
H28 -3.85 2.35 2.27
H29 -3.82 3.46 0.91
H30 -4.91 2.06 0.86
C22 -1.03 2.68 -1.44
C23 -0.31 4.00 -1.74
H31 -2.05 2.66 -1.87
H32 -0.46 1.83 -1.86
H33 -0.71 4.81 -1.13
H34 0.78 3.95 -1.54
H35 -0.45 4.26 -2.79
C24 -1.04 3.75 1.29
C25 -0.83 3.43 2.78
H36 -1.96 4.34 1.12
H37 -0.18 4.33 0.90
H38 -0.38 4.31 3.28
H39 -1.79 3.19 3.27
H40 -0.13 2.58 2.97
C26 -0.73 -4.45 0.92
C27 -0.53 -3.07 1.39
C28 -0.67 -2.59 2.69
C29 -0.36 -1.23 2.68
N2 -0.06 -0.87 1.40
N3 -0.16 -2.02 0.64
C30 -0.41 -0.24 3.75
H41 0.03 -5.11 1.38
H42 -1.70 -4.83 1.26
H43 -0.69 -4.61 -0.16
H44 -1.04 -3.18 3.51
H45 -0.06 -1.99 -0.39
H46 -1.23 0.47 3.55
H47 -0.59 -0.73 4.71
H48 0.52 0.33 3.83



[3]
This record from OMol25 describes a structure of composition C30H48CeP2Se in a non-equilibrium geometry. The level of theory is ωB97M-V with the def2-TZVPD basis set.

- charge = +1
- multiplicity = 2
- energy relative to the best compared isomer or geometry (same formula, charge and spin) (kcal/mol) = 0.1
- lowest unoccupied orbital energy (alpha / beta) (eV) = -3.801 / -3.741
- ⟨S²⟩ = 0.752
- highest occupied orbital energy (alpha / beta) (eV) = -9.53 / -9.53

Geometry (Å):
Ce1 1.00 0.51 0.81
C1 1.51 -1.85 0.81
C2 0.96 -1.61 -0.52
C3 2.94 -0.39 -0.31
C4 2.73 -1.09 0.95
C5 1.87 -0.73 -1.22
C6 0.90 -2.79 1.77
H1 0.32 -3.53 1.21
H2 0.22 -2.27 2.47
H3 1.70 -3.29 2.35
C7 3.18 -0.63 2.27
H4 2.73 -1.24 3.05
H5 2.90 0.45 2.46
H6 4.27 -0.69 2.36
C8 3.71 0.86 -0.48
H7 4.77 0.75 -0.21
H8 3.28 1.65 0.20
H9 3.65 1.16 -1.53
C9 1.76 -0.45 -2.68
H10 2.50 -0.99 -3.29
H11 1.86 0.62 -2.88
H12 0.77 -0.77 -3.01
C10 0.11 -2.63 -1.21
H13 0.75 -3.39 -1.69
H14 -0.54 -2.18 -1.96
H15 -0.53 -3.13 -0.47
C11 -2.92 0.67 1.09
C12 -2.72 -0.63 0.90
C13 -3.08 -1.49 -0.28
C14 -3.34 -0.80 -1.66
C15 -2.19 -0.04 -2.24
C16 -1.82 1.21 -1.91
C17 -2.52 2.20 -1.00
C18 -3.48 1.67 0.10
H16 -3.96 -2.09 -0.01
H17 -4.26 -0.22 -1.63
H18 -2.29 -2.25 -0.44
H19 -4.39 1.26 -0.34
H20 -2.60 1.14 2.06
H21 -2.25 -1.19 1.74
H22 -3.79 2.54 0.69
H23 -1.78 2.89 -0.55
H24 -0.95 1.65 -2.44
H25 -3.10 2.85 -1.67
H26 -3.50 -1.63 -2.38
H27 -1.56 -0.60 -2.94
P1 -4.53 4.80 -2.48
P2 -3.25 6.35 -4.77
C19 -5.69 5.97 -3.40
C20 -4.91 7.04 -4.15
H28 -6.34 6.44 -2.64
H29 -6.32 5.35 -4.06
H30 -5.48 7.38 -5.03
H31 -4.68 7.92 -3.53
C21 -2.68 7.95 -5.43
H32 -1.79 7.77 -6.03
H33 -2.45 8.62 -4.60
H34 -3.46 8.40 -6.06
C22 -3.98 5.71 -6.33
H35 -4.63 6.48 -6.77
H36 -4.56 4.80 -6.14
H37 -3.15 5.51 -7.02
C23 -4.97 5.43 -0.81
H38 -4.55 4.78 -0.03
H39 -6.06 5.48 -0.72
H40 -4.56 6.44 -0.71
C24 -5.63 3.34 -2.64
H41 -5.66 3.05 -3.70
H42 -6.65 3.59 -2.32
H43 -5.25 2.49 -2.06
Se1 0.18 0.04 3.96
C25 0.30 -1.34 5.24
C26 -0.71 -1.46 6.24
C27 -0.61 -2.38 7.29
C28 0.48 -3.28 7.35
C29 1.47 -3.19 6.36
C30 1.37 -2.27 5.32
H44 -1.59 -0.80 6.16
H45 -1.36 -2.40 8.05
H46 0.54 -4.03 8.14
H47 2.34 -3.84 6.41
H48 2.14 -2.24 4.52



[4]
This record from OMol25 describes a structure of composition C30H48Cl2N3O7SiSm in a non-equilibrium geometry. The level of theory is ωB97M-V with the def2-TZVPD basis set.

- multiplicity = 6
- lowest unoccupied orbital energy (alpha / beta) (eV) = -0.682 / -0.219
- ⟨S²⟩ = 8.758
- highest occupied orbital energy (alpha / beta) (eV) = -6.73 / -6.73

Geometry (Å):
C1 2.91 -2.75 -3.60
C2 2.32 -1.97 -4.72
H1 2.72 -3.82 -3.72
H2 2.47 -2.40 -2.61
H3 4.00 -2.61 -3.55
C3 2.34 -2.43 -5.98
C4 2.91 -3.75 -6.37
H4 1.99 -1.81 -6.80
H5 2.52 -4.57 -5.78
H6 4.00 -3.78 -6.30
H7 2.66 -3.94 -7.42
Sm1 0.13 -0.07 1.70
Cl1 1.66 1.47 0.13
C5 -1.04 2.59 1.19
O1 -1.52 1.45 1.47
N1 -1.59 3.46 0.36
C6 -2.87 3.14 -0.26
C7 -0.76 4.51 -0.22
H8 -0.08 2.89 1.63
H9 -3.53 2.70 0.48
H10 -2.75 2.44 -1.10
H11 -3.28 4.08 -0.63
H12 0.05 4.76 0.47
H13 -1.39 5.38 -0.40
H14 -0.33 4.18 -1.18
H15 -2.97 1.90 5.49
H16 -1.95 1.40 7.43
C8 -2.76 0.93 5.03
C9 -1.43 0.49 7.10
N2 -1.55 0.41 5.65
H17 -2.62 1.05 3.96
C10 -0.78 -0.45 4.97
O2 -0.91 -0.62 3.73
H18 -0.37 0.55 7.37
H19 0.01 -0.97 5.55
H20 -3.61 0.26 5.22
H21 -1.88 -0.39 7.59
H22 -0.93 -5.82 2.41
H23 -0.10 -3.88 -0.37
C11 -1.82 -5.49 1.85
C12 -1.14 -4.26 -0.25
N3 -1.56 -4.23 1.14
H24 -2.65 -5.34 2.57
C13 -1.52 -3.10 1.84
O3 -1.03 -2.04 1.37
H25 -1.81 -3.66 -0.87
H26 -1.94 -3.17 2.87
H27 -2.09 -6.25 1.11
H28 -1.20 -5.30 -0.57
O4 0.84 -0.65 -3.32
C14 1.78 -0.59 -4.38
C15 0.11 -0.35 -6.32
C16 1.17 0.16 -5.56
H29 -0.28 -1.35 -6.09
C17 -0.38 0.39 -7.41
H30 2.64 -0.03 -3.97
C18 1.75 1.39 -5.89
H31 -1.22 0.00 -7.98
C19 0.21 1.61 -7.74
C20 1.29 2.10 -7.00
H32 2.61 1.73 -5.30
H33 -0.16 2.17 -8.59
H34 1.78 3.03 -7.26
Si1 -0.66 -0.12 -2.85
Cl2 1.19 -2.20 -1.27
C21 -2.02 -0.79 -3.92
C22 -0.51 1.74 -3.14
C23 -1.07 -0.37 -1.08
H35 -2.02 -0.35 -4.93
H36 -2.96 -0.55 -3.41
H37 -1.94 -1.88 -4.00
H38 -1.10 -1.44 -0.85
H39 -1.99 0.09 -0.72
H40 -0.18 0.13 -0.65
H41 -0.23 1.97 -4.18
H42 0.27 2.16 -2.48
H43 -1.46 2.26 -2.93
O5 0.52 3.77 5.87
C24 1.36 2.84 6.34
C25 1.76 2.92 7.69
C26 2.51 1.87 8.23
C27 2.90 0.78 7.45
C28 2.54 0.73 6.10
C29 1.79 1.75 5.52
C30 1.26 1.66 4.13
O6 1.54 0.62 3.42
O7 0.50 2.58 3.70
H44 0.37 3.50 4.88
H45 1.42 3.77 8.28
H46 2.81 1.94 9.28
H47 3.49 -0.03 7.88
H48 2.82 -0.11 5.47



[5]
This record from OMol25 describes a structure of composition C30H48Cl3I2N5O12PS2 in a non-equilibrium geometry. The level of theory is ωB97M-V with the def2-TZVPD basis set.

- charge = +1
- lowest unoccupied orbital energy (eV) = -4.597
- highest occupied orbital energy (eV) = -11.02

Geometry (Å):
C1 2.19 -4.41 0.22
C2 1.31 -3.58 0.29
C3 0.18 -2.52 0.44
S1 -1.24 -3.46 1.21
C4 -2.48 -3.90 -0.04
C5 -3.95 -3.96 0.50
O1 -4.30 -4.77 1.32
O2 -4.80 -3.05 -0.07
C6 -6.19 -3.39 0.15
C7 -7.04 -2.22 -0.51
C8 -7.30 -2.59 -2.03
O3 -6.36 -0.96 -0.38
C9 -7.25 0.11 -0.44
O4 -8.00 0.32 -1.36
C10 -7.27 1.15 0.75
S2 -7.76 2.81 0.08
N1 -0.06 -2.01 -0.90
C11 -0.12 -2.98 -1.99
C12 1.16 -2.98 -2.93
N2 1.33 -4.31 -3.57
C13 -0.97 -0.88 -1.05
Cl1 -0.48 -0.02 -2.62
C14 -1.16 0.10 0.22
C15 -2.74 0.05 0.51
I1 -3.86 1.02 -1.15
C16 -3.39 0.57 1.82
C17 -2.66 1.41 2.90
I2 -4.15 -1.19 2.94
P1 -0.87 1.88 -0.60
N3 0.87 2.20 -0.67
O5 -1.46 3.08 0.43
N4 -0.29 -0.19 1.41
Cl2 0.37 1.23 2.22
C18 0.68 -1.33 1.38
C19 2.18 -1.00 1.12
C20 2.64 -0.65 -0.34
C21 3.73 0.51 -0.29
C22 4.01 1.14 -1.70
N5 5.16 2.10 -1.58
C23 0.67 -2.00 2.85
C24 1.63 -1.34 3.89
O6 1.26 -0.50 4.66
Cl3 3.37 -1.86 4.09
H1 2.90 -5.19 -0.09
H2 -2.27 -4.96 -0.38
H3 -2.50 -3.29 -0.97
H4 -6.41 -3.41 1.24
H5 -6.46 -4.33 -0.39
H6 -8.02 -2.20 0.02
H7 -8.19 -2.01 -2.40
H8 -7.54 -3.67 -2.17
H9 -6.39 -2.31 -2.61
H10 -6.28 1.24 1.24
H11 -8.06 0.87 1.50
H12 -6.65 3.62 0.25
H13 -0.40 -4.03 -1.69
H14 -0.96 -2.70 -2.69
H15 1.16 -2.14 -3.65
H16 2.03 -2.84 -2.23
H17 2.19 -4.24 -4.13
H18 1.57 -4.99 -2.84
H19 -1.95 -1.33 -1.37
H20 -3.03 -1.03 0.40
H21 -4.34 1.09 1.58
H22 -3.41 1.65 3.70
H23 -1.89 0.79 3.43
H24 -2.23 2.38 2.58
H25 1.02 3.15 -0.30
H26 1.04 2.31 -1.68
H27 -0.75 3.60 0.85
H28 -0.99 -0.49 2.12
H29 2.59 -0.16 1.75
H30 2.83 -1.86 1.44
H31 1.84 -0.28 -1.02
H32 3.16 -1.51 -0.85
H33 3.25 1.33 0.32
H34 4.66 0.17 0.23
H35 4.28 0.36 -2.46
H36 3.16 1.76 -2.08
H37 4.86 2.87 -0.97
H38 5.88 1.62 -1.04
H39 -0.33 -2.02 3.33
H40 1.00 -3.08 2.80
C25 2.55 4.73 5.34
C26 2.95 4.18 4.00
O7 2.00 4.75 3.11
C27 1.53 5.89 3.70
O8 0.85 6.70 3.15
O9 1.95 5.98 4.99
H41 3.39 4.88 6.01
H42 1.80 4.11 5.84
H43 3.95 4.50 3.70
H44 2.90 3.09 3.97
C28 7.73 2.34 -3.77
C29 7.28 3.62 -4.44
O10 8.30 3.83 -5.41
C30 8.87 2.62 -5.68
O11 9.64 2.42 -6.57
O12 8.45 1.68 -4.80
H45 6.89 1.74 -3.43
H46 8.40 2.53 -2.93
H47 6.32 3.51 -4.95
H48 7.22 4.46 -3.75